Below is a structure of composition C26H62CdO14S10Tl at a distorted geometry, with properties calculated with wB97M-V/def2-TZVPD.

Results
Gap between HOMO and LUMO (spin up / spin down)   0.164 / 0.164 hartree
E_HOMO (spin up / spin down)   -12.0 / -12.0 eV
Multiplicity   2
<S²>   0.796
Lowest unoccupied orbital energy (spin up / spin down)   -7.57 / -7.57 eV
Charge   +2
E   -6402.290338 hartree

The geometry in XYZ format:
```
114
Properties=species:S:1:pos:R:3:forces:R:3:mulliken_spin:R:1
Cd 1.89104 1.57525 3.38811 -0.696 -1.899 -0.483 0.000
Tl -1.83250 0.49262 -4.63514 0.339 -0.390 0.040 -0.001
C 0.12357 1.17829 0.00863 -1.072 -1.365 -1.404 0.037
C -0.23378 0.64266 1.18724 0.800 1.915 1.827 -0.073
C -1.03365 -0.63482 1.35045 1.603 -2.101 3.669 0.122
O -0.98577 -1.39903 2.40862 0.215 2.816 -1.670 0.457
C -1.55776 -1.28259 0.28143 -1.245 -0.179 -4.324 0.053
C -1.38753 -0.70236 -1.09491 0.131 0.656 -0.863 0.217
C -0.44250 0.61205 -1.18323 -0.812 -1.845 1.795 -0.040
O -0.22783 1.03993 -2.25951 0.315 1.117 -2.979 -0.023
O -1.86689 -1.10570 -2.16344 0.749 0.348 2.619 0.168
O 0.13706 1.35124 2.23364 -0.073 -1.716 0.610 -0.003
H 0.72968 2.05954 -0.14113 0.018 0.037 0.478 0.000
H -2.07822 -2.22676 0.34537 -0.026 0.105 0.462 0.061
C -4.96119 -1.30292 -1.46900 -0.176 -0.924 0.257 0.004
S -4.85416 -2.13448 0.21797 -2.993 0.818 -0.443 0.005
O -5.91178 -1.33341 1.02081 2.056 -1.339 -0.968 0.004
C -5.74860 -3.75063 -0.19388 0.490 0.494 -0.190 0.005
H -4.11157 -0.63694 -1.61977 -0.386 0.122 0.249 -0.001
H -5.94471 -0.83339 -1.48730 0.218 0.334 0.325 0.000
H -4.97623 -2.00841 -2.29976 0.319 -0.293 0.162 -0.001
H -6.80896 -3.51570 -0.10133 0.117 0.003 0.304 0.000
H -5.41024 -4.54757 0.46831 -0.184 0.314 0.399 0.000
H -5.58033 -4.13524 -1.19979 0.279 0.440 -0.173 0.000
C -0.98720 -4.62689 -5.19791 -1.119 -0.703 1.038 0.000
S -2.29237 -3.70872 -4.22463 0.518 -0.304 0.149 0.001
O -2.28311 -2.34361 -4.84961 -0.483 -0.289 -0.022 0.000
C -3.81742 -4.58245 -4.74559 -0.190 -0.528 -0.764 0.000
H -0.14873 -4.99930 -4.60937 0.351 1.209 0.441 0.000
H -0.75341 -3.92612 -5.99939 0.053 -0.585 -0.184 0.000
H -1.38236 -5.62586 -5.38233 -0.522 0.278 -1.209 0.000
H -4.71770 -4.27347 -4.21442 0.328 0.756 0.083 0.000
H -3.84943 -5.66188 -4.59755 0.879 -0.137 0.396 0.000
H -3.97316 -4.49391 -5.82076 0.066 0.503 -0.041 0.000
C -2.25516 -4.77987 -0.69718 0.306 -0.248 0.366 -0.001
S -2.27761 -4.76560 1.14439 0.139 -0.622 -0.383 0.003
O -2.64647 -6.15088 1.58167 0.534 1.051 -0.284 0.000
C -0.45282 -4.52667 1.19711 -0.265 0.289 0.883 -0.013
H -1.51157 -5.49341 -1.05221 -0.019 -0.235 0.204 0.000
H -1.91702 -3.80661 -1.05288 -0.442 0.103 -0.125 0.000
H -3.23282 -5.08356 -1.07144 0.013 0.282 0.080 0.000
H -0.06266 -4.08950 2.11621 -0.699 -0.549 0.538 0.000
H -0.20598 -3.70149 0.52908 0.132 -0.592 -0.841 0.014
H -0.00508 -5.51416 1.08531 0.262 0.272 -0.542 0.000
C -4.64686 1.20087 2.27891 0.176 0.081 0.703 -0.002
S -3.47157 2.28204 3.23078 -1.205 0.824 1.247 0.000
O -4.29177 3.15301 4.18730 0.944 -0.874 -1.382 0.001
C -2.66984 1.11139 4.37456 -0.117 -0.072 -0.928 0.008
H -4.13824 0.32017 1.88680 0.175 0.238 -0.225 0.003
H -5.09003 1.82984 1.50685 0.414 -0.003 -0.148 0.000
H -5.49909 0.81573 2.83878 0.257 0.161 0.551 0.000
H -3.47395 0.78513 5.03414 0.315 -0.348 0.021 0.000
H -1.84746 1.58741 4.90861 -0.465 0.476 0.029 -0.002
H -2.15886 0.36082 3.77150 -0.430 -0.509 0.157 -0.005
C 1.52684 5.93661 2.06481 -0.737 -0.866 0.479 0.000
S 2.83016 4.72177 2.48912 1.335 2.703 -1.453 0.000
O 2.25457 3.34192 2.50648 0.262 0.839 -1.599 0.000
C 3.82164 4.93759 0.90507 -0.242 -0.583 1.360 0.000
H 0.93509 5.94426 2.98016 -0.010 0.599 -0.028 0.000
H 0.81265 5.66388 1.28786 0.385 -0.600 -0.244 0.000
H 1.92749 6.91030 1.78284 0.385 -0.139 0.488 0.000
H 3.24324 4.50440 0.08904 0.163 0.079 0.006 0.000
H 4.76863 4.43556 1.10323 -0.131 -0.277 -0.296 0.000
H 4.07194 5.98937 0.76649 -0.402 0.034 0.067 0.000
C 1.57292 -2.06539 -2.23742 0.140 -0.824 0.121 -0.003
S 1.71000 -2.00714 -4.05103 -1.204 2.831 0.232 0.000
O 0.55300 -1.02814 -4.41116 1.901 -1.522 0.206 0.000
C 3.28092 -0.96413 -4.19501 -1.202 -0.652 -0.041 0.000
H 1.65197 -1.08251 -1.77285 0.147 -0.002 -0.233 -0.001
H 2.26928 -2.79621 -1.82623 0.522 0.262 -0.044 0.000
H 0.61660 -2.51763 -1.97463 -0.309 0.232 -0.427 0.005
H 4.15931 -1.55760 -3.94139 -0.087 -0.012 -0.053 0.000
H 3.19546 -0.06216 -3.58899 -0.119 -0.200 -0.047 0.000
H 3.27229 -0.68310 -5.24812 0.191 -0.066 0.057 0.000
C 2.31287 -2.83816 2.71092 0.615 -0.709 -0.451 0.002
S 3.10781 -4.51755 3.10192 -1.871 -1.234 -0.307 0.001
O 2.33861 -5.66466 2.39886 1.377 2.603 0.902 -0.001
C 4.66925 -4.35276 2.18868 -1.329 0.174 0.297 0.001
H 2.93601 -2.07588 3.17861 0.115 -0.060 0.200 -0.001
H 1.28572 -2.75729 3.06662 0.184 -0.321 0.228 -0.003
H 2.32145 -2.66989 1.63402 -0.004 -0.123 -0.150 0.001
H 5.31937 -3.61947 2.66586 0.011 -0.128 -0.058 -0.001
H 4.34344 -4.06277 1.18975 0.585 -0.278 -0.189 0.000
H 5.01751 -5.38000 2.29646 0.396 0.212 -0.452 0.000
C -0.24163 5.69575 -4.93764 0.052 -0.725 0.618 0.000
S -1.08935 4.59988 -3.67581 0.631 -1.743 -0.584 0.000
O -1.42399 3.18708 -4.23624 0.729 2.401 0.539 0.000
C 0.43184 4.29916 -2.63109 -0.622 0.433 -0.309 0.001
H 0.75930 5.34789 -5.19302 -0.126 -0.341 0.010 0.000
H -0.11889 6.64658 -4.41901 -0.283 0.106 -0.083 0.000
H -0.83936 5.78915 -5.84433 -0.170 -0.014 0.300 0.000
H 0.16374 3.60615 -1.83362 -0.117 -0.261 -0.440 0.000
H 0.76339 5.20672 -2.12660 -0.085 0.313 -0.341 0.000
H 1.20465 3.92739 -3.30391 -0.057 -0.192 0.182 0.000
C 0.75578 5.06799 5.89777 0.720 -0.716 0.258 0.000
S 0.13758 3.32340 5.82514 -0.470 1.128 2.643 0.000
O 0.68408 2.57098 4.66745 0.137 0.251 0.254 0.001
C 1.08729 2.78709 7.28071 0.026 -0.243 -0.016 0.000
H 1.49922 5.18871 6.68570 -0.142 -0.306 0.236 0.000
H -0.09695 5.69273 6.16357 0.061 0.113 -0.671 0.000
H 1.34881 5.28644 5.00968 -0.748 0.232 -0.321 0.000
H 2.15223 2.79831 7.04859 0.041 0.169 -0.199 0.000
H 0.82616 1.77848 7.60105 -0.294 0.066 -0.210 0.000
H 0.90729 3.48175 8.10116 -0.184 -0.023 -0.085 0.000
C 3.46877 1.75971 -1.48347 0.077 0.413 0.578 0.000
S 5.14316 2.50880 -1.83794 -0.677 -2.501 -2.605 0.000
O 5.26409 2.25132 -3.35936 -0.009 0.715 2.749 0.000
C 6.10616 1.17005 -0.99989 -0.440 0.685 -0.528 0.000
H 2.78124 2.31860 -2.11833 -0.024 -0.139 -0.009 0.000
H 3.14609 1.83566 -0.44510 0.190 0.652 0.283 0.000
H 3.35606 0.68633 -1.63597 0.632 0.062 -0.675 0.000
H 5.77411 0.19313 -1.35128 -0.117 0.144 -0.045 0.000
H 5.90925 1.30233 0.06398 0.346 -0.122 0.077 0.000
H 7.14644 1.31507 -1.29122 -0.033 0.081 0.319 0.000
```
Forces are in eV/Å.

***

Below is a structure of composition C26H62GaO13P4 at a distorted geometry, with properties calculated with wB97M-V/def2-TZVPD.

Results
Gap between HOMO and LUMO   0.102 hartree
E_HOMO   -3.3 eV
Lowest unoccupied orbital energy   -0.53 eV
Charge   -1
E   -5295.886327 hartree

The geometry in XYZ format:
```
106
Properties=species:S:1:pos:R:3:forces:R:3:mulliken_charge:R:1
C 3.68950 -2.51301 -5.81307 -0.640 0.313 0.144 -0.723
C 3.07374 -1.27901 -6.00939 0.750 -0.286 -0.678 0.137
C 3.18209 -0.41019 -7.25239 0.578 1.601 1.297 -0.763
Ga 2.12052 1.36762 -6.91398 1.083 -0.631 -1.099 0.177
C 0.14366 1.04225 -7.07733 -2.118 0.526 1.624 -0.951
C -0.71593 1.30745 -5.77997 0.638 0.257 1.090 0.389
C -0.31628 0.36858 -4.50659 1.455 0.015 -1.595 -0.747
O -0.04353 1.92140 -4.71708 -0.392 -0.704 -2.729 -0.179
P 3.03897 2.47883 -5.10122 -0.490 1.517 0.023 0.351
C 4.83065 2.83279 -5.58503 -0.051 -1.636 -0.110 -1.305
C 2.93973 1.64885 -3.43949 0.708 -0.215 0.712 -0.942
H 3.02908 -3.39848 -5.80793 0.337 0.290 2.011 0.223
H 4.76266 -2.62485 -5.61562 -0.021 -0.258 -2.021 0.258
H 2.46666 -0.88835 -5.17327 -1.415 -0.877 -0.998 -0.030
H 4.21623 -0.10972 -7.51451 -0.273 -0.190 -0.013 0.228
H 2.71810 -0.85568 -8.14887 0.372 -0.541 0.532 0.282
H 2.55027 2.25406 -8.21489 -0.102 0.162 0.205 -0.450
H -0.09038 0.01373 -7.40108 0.050 0.366 -0.120 0.397
H -0.33789 1.75776 -7.77170 0.411 -0.412 -0.165 0.456
H -1.79640 1.51966 -5.92605 0.681 -0.004 0.493 0.354
H 0.33715 -0.25397 -5.19663 0.413 0.746 0.480 0.024
H 0.45698 0.43857 -3.72669 -1.596 -0.734 1.336 0.063
H 5.46600 3.10409 -4.72851 -0.289 0.146 -0.299 0.357
H 5.23538 1.90420 -6.03875 0.190 0.474 0.239 0.335
H 4.84786 3.58561 -6.38568 -0.156 -0.030 0.513 0.281
H 2.22730 2.17777 -2.77698 0.158 -0.137 -0.461 0.117
H 3.92348 1.75627 -2.93617 -0.391 -0.120 -0.231 0.473
H 2.68461 0.57611 -3.39998 0.146 0.280 -0.204 0.231
O 0.15935 -2.84868 1.32986 1.187 0.980 3.475 -0.737
P -0.71699 -1.66831 1.62674 -4.127 0.026 -6.725 1.167
O -2.21320 -2.32245 1.49708 0.478 0.290 0.722 -0.350
C -2.66001 -3.21472 2.51496 -0.141 -0.064 0.193 -0.418
C -3.17568 -2.45911 3.72674 0.045 0.074 0.134 -0.525
O -0.62351 -0.90846 0.17318 0.562 0.348 0.810 -0.401
C 0.53638 -1.04650 -0.65562 0.062 -0.171 -0.457 0.103
C 0.26957 -2.01252 -1.78792 -0.201 -0.205 -0.083 -1.126
O -1.34881 -0.27052 2.27113 2.090 -1.627 1.991 -0.306
C -0.42509 0.79298 2.58797 -0.047 0.542 -0.061 -0.384
C -0.43490 1.85345 1.50303 0.187 -0.062 -0.254 -0.773
H -1.85517 -3.90005 2.79761 -0.022 -0.020 -0.051 0.309
H -3.46539 -3.80994 2.08290 0.069 0.048 -0.126 0.313
H -2.36522 -1.92511 4.22798 -0.027 -0.038 0.031 0.266
H -3.62728 -3.14559 4.44640 0.050 -0.035 -0.035 -0.055
H -3.91712 -1.71453 3.43421 -0.009 -0.061 -0.059 0.284
H 1.40528 -1.34785 -0.06972 -0.087 -0.110 0.033 0.319
H 0.75712 -0.05907 -1.07078 -0.143 0.057 0.082 0.038
H -0.03632 -2.99227 -1.41664 0.157 0.026 0.149 0.376
H 1.15993 -2.13938 -2.40732 -0.009 0.049 -0.015 0.331
H -0.54430 -1.64452 -2.41449 0.095 0.108 -0.031 0.260
H 0.58312 0.39964 2.74266 -0.003 0.024 0.012 0.330
H -0.75776 1.23132 3.53050 -0.024 -0.170 0.032 0.333
H 0.14008 1.53563 0.63505 -0.060 -0.018 -0.010 0.022
H 0.00781 2.78119 1.87002 -0.052 -0.026 0.078 0.397
H -1.45115 2.05086 1.16069 -0.010 0.007 0.134 0.282
O -3.12676 -6.34778 5.87127 -2.819 -1.110 -3.146 -0.644
P -4.11918 -7.06521 6.75502 5.120 1.870 7.599 1.111
O -4.19194 -5.87314 7.89469 -0.723 0.234 -0.333 -0.404
C -4.92808 -4.68803 7.60201 -0.097 0.035 0.094 -0.065
C -6.41668 -4.88932 7.82543 -0.094 -0.049 -0.086 -1.024
O -3.02840 -8.04763 7.51496 -0.643 -0.945 -0.960 -0.367
C -1.90320 -8.57183 6.80698 0.411 0.097 0.091 -0.320
C -0.65034 -7.80062 7.16406 0.064 0.187 0.093 -1.161
O -5.30739 -7.82184 7.66119 -1.113 -0.085 -3.497 -0.262
C -5.75784 -9.12437 7.22785 -0.168 -0.386 0.303 -0.333
C -5.10602 -10.21931 8.05128 0.293 -0.108 -0.090 -0.900
H -4.72931 -4.36279 6.57587 0.055 0.033 0.025 0.035
H -4.55756 -3.91197 8.27270 0.104 -0.076 -0.001 0.347
H -6.82823 -5.59875 7.10368 -0.034 0.051 -0.003 0.219
H -6.95386 -3.94486 7.71849 0.030 -0.008 -0.014 0.435
H -6.60628 -5.29484 8.81967 0.049 0.055 0.008 0.242
H -2.07754 -8.57189 5.73052 0.018 0.152 0.017 0.365
H -1.78484 -9.61567 7.11190 -0.137 0.017 0.075 0.336
H -0.76416 -6.73753 6.95009 -0.068 -0.063 -0.146 0.268
H 0.20975 -8.17702 6.60769 -0.015 -0.024 0.015 0.377
H -0.44343 -7.88734 8.23224 0.002 -0.096 -0.024 0.303
H -5.56532 -9.26824 6.16157 -0.039 -0.041 0.012 0.314
H -6.83852 -9.15150 7.37559 0.019 0.142 -0.072 0.328
H -4.08320 -10.40187 7.72559 0.003 0.053 0.039 0.123
H -5.65724 -11.15568 7.94835 -0.085 0.067 0.017 0.393
H -5.06367 -9.94112 9.10478 -0.135 0.024 -0.033 0.278
O 3.27471 6.63853 -1.07282 -3.052 1.056 1.990 -0.757
P 2.46260 7.34778 -2.11770 4.845 -1.126 -6.146 1.200
O 2.35086 6.23340 -3.29217 -0.552 0.574 0.832 -0.324
C 1.50253 5.09302 -3.08189 -0.417 -0.468 -0.120 0.558
C 0.05004 5.42985 -3.36003 -0.090 0.192 0.199 -1.233
O 3.65957 8.29675 -2.75199 -0.529 0.572 0.630 -0.354
C 4.76577 8.70188 -1.95179 0.318 -0.140 -0.127 -0.302
C 5.98658 7.86853 -2.28109 0.097 -0.163 -0.063 -1.200
O 1.34600 8.32684 -2.87553 -0.760 -0.821 3.070 -0.294
C 1.03458 9.58908 -2.25629 -0.101 0.364 -0.245 -0.371
C 1.77934 10.72102 -2.93968 0.295 0.089 0.104 -0.881
H 1.62591 4.71193 -2.06238 0.084 0.088 0.006 0.279
H 1.83590 4.31280 -3.77403 0.161 0.247 0.000 -0.526
H -0.33725 6.14438 -2.62558 -0.057 -0.033 -0.018 0.378
H -0.56574 4.52953 -3.31872 0.088 -0.032 -0.039 0.373
H -0.05727 5.88882 -4.34362 0.049 -0.096 -0.026 0.272
H 4.52516 8.65305 -0.88899 0.010 -0.148 -0.024 0.370
H 4.97016 9.75172 -2.18605 -0.107 0.000 -0.095 0.321
H 5.79064 6.80542 -2.13877 -0.091 0.057 0.129 0.294
H 6.83378 8.15386 -1.65342 -0.003 0.028 -0.016 0.377
H 6.26457 8.00060 -3.32812 0.000 0.077 0.027 0.298
H 1.25687 9.56354 -1.18584 -0.030 0.040 -0.001 0.326
H -0.04051 9.74046 -2.36774 0.007 -0.146 0.043 0.330
H 2.82029 10.75678 -2.62150 -0.002 -0.053 -0.048 0.102
H 1.32543 11.68315 -2.69311 -0.086 -0.052 -0.021 0.393
H 1.77778 10.58961 -4.02202 -0.135 -0.024 0.036 0.276
```
Forces are in eV/Å.